{"formula": "C45H30F15GeIN8OSSiZr", "method": "ωB97M-V with the def2-TZVPD basis set", "total_charge": 2, "total_energy_ev": -186484.4948, "homo_energy_ev": -13.275, "gap_ev": 7.31, "relative_energy_kj_mol": 61.06, "elements": ["Zr", "N", "C", "N", "C", "N", "N", "C", "C", "C", "C", "C", "C", "N", "C", "C", "C", "C", "C", "C", "H", "H", "H", "H", "H", "H", "H", "H", "H", "H", "H", "N", "C", "C", "C", "C", "C", "N", "H", "H", "H", "H", "H", "H", "C", "Si", "C", "C", "O", "H", "H", "H", "H", "H", "H", "H", "H", "H", "I", "C", "C", "C", "C", "N", "C", "H", "H", "H", "H", "F", "C", "C", "C", "F", "C", "F", "C", "F", "C", "F", "Ge", "S", "C", "C", "F", "C", "F", "C", "F", "C", "F", "C", "F", "C", "C", "F", "C", "F", "C", "F", "C", "F", "C", "F"], "xyz": [[-0.867, 0.583, -0.075], [-0.525, -3.161, -2.753], [-1.100, -2.353, -1.873], [-0.791, -1.094, -1.736], [0.061, -0.515, -2.688], [-0.006, 0.741, -2.914], [-0.929, 1.504, -2.197], [-1.641, 2.191, -3.029], [-2.685, 3.191, -2.832], [-3.278, 3.716, -3.980], [-4.248, 4.697, -3.851], [-4.590, 5.122, -2.581], [-3.948, 4.533, -1.494], [-3.029, 3.587, -1.605], [0.908, -1.384, -3.489], [1.969, -0.922, -4.266], [2.674, -1.808, -5.056], [2.335, -3.161, -5.072], [1.286, -3.633, -4.307], [0.569, -2.739, -3.524], [-0.885, -4.094, -2.892], [-1.867, -2.766, -1.227], [-1.407, 2.008, -4.076], [-2.971, 3.363, -4.956], [-4.722, 5.120, -4.726], [-5.331, 5.892, -2.421], [-4.203, 4.834, -0.483], [2.218, 0.130, -4.236], [3.491, -1.452, -5.668], [2.895, -3.849, -5.690], [1.030, -4.686, -4.301], [-2.167, -0.980, 2.757], [-1.259, -0.063, 3.164], [-1.065, 0.120, 4.548], [-0.188, 1.066, 4.997], [0.527, 1.824, 4.063], [0.344, 1.560, 2.739], [-0.532, 0.641, 2.248], [-2.707, -1.456, 3.457], [-2.548, -0.937, 1.830], [-1.638, -0.483, 5.239], [-0.045, 1.221, 6.059], [1.226, 2.587, 4.378], [0.936, 2.085, 2.005], [-4.060, -0.840, -2.318], [-4.221, -0.182, -0.555], [-5.108, -1.395, 0.571], [-5.171, 1.439, -0.605], [-2.690, 0.052, 0.061], [-4.972, -0.639, -2.883], [-3.907, -1.921, -2.346], [-3.232, -0.360, -2.841], [-6.036, -1.731, 0.104], [-5.382, -0.922, 1.518], [-4.515, -2.286, 0.796], [-6.243, 1.233, -0.652], [-4.914, 2.024, -1.487], [-4.996, 2.058, 0.278], [-3.945, 4.048, 3.603], [-2.360, 3.949, 2.244], [-1.443, 4.985, 2.099], [-0.434, 4.845, 1.159], [-0.345, 3.675, 0.428], [-1.221, 2.676, 0.582], [-2.218, 2.818, 1.467], [-1.522, 5.882, 2.699], [0.284, 5.637, 0.996], [0.445, 3.526, -0.295], [-2.928, 2.006, 1.534], [-0.174, -1.575, 0.807], [0.578, -2.679, 0.464], [1.907, -2.498, 0.168], [2.597, -3.640, -0.209], [3.876, -3.559, -0.559], [1.993, -4.890, -0.232], [2.673, -5.959, -0.610], [0.661, -5.023, 0.138], [0.074, -6.205, 0.116], [-0.064, -3.895, 0.487], [-1.363, -3.971, 0.795], [2.727, -0.716, 0.643], [1.671, 0.904, -0.296], [4.634, -0.841, 0.172], [5.182, -0.171, -0.910], [4.389, 0.582, -1.684], [6.523, -0.269, -1.233], [7.019, 0.392, -2.272], [7.352, -1.074, -0.466], [8.630, -1.183, -0.768], [6.829, -1.779, 0.610], [7.607, -2.576, 1.328], [5.487, -1.649, 0.909], [4.993, -2.384, 1.918], [2.746, -0.712, 2.648], [3.460, 0.348, 3.183], [3.852, 1.327, 2.346], [3.767, 0.459, 4.523], [4.416, 1.520, 4.991], [3.352, -0.543, 5.388], [3.615, -0.456, 6.679], [2.633, -1.619, 4.894], [2.212, -2.573, 5.717], [2.343, -1.691, 3.542], [1.643, -2.758, 3.131]], "forces_ev_per_angstrom": [[1.0, -0.6, 0.0], [-0.1, 0.0, -0.1], [-0.1, 0.0, 0.1], [0.4, 0.4, -0.2], [-0.7, 0.3, -0.2], [0.9, -0.2, -0.9], [-0.8, 0.0, -0.1], [0.2, 0.0, 0.0], [-0.2, 0.1, 0.1], [0.2, -0.2, -0.1], [-0.1, 0.0, 0.0], [0.1, 0.0, -0.1], [0.0, 0.0, 0.2], [0.2, 0.0, 0.2], [0.0, -0.3, 0.0], [0.0, 0.0, 0.1], [0.0, 0.0, 0.0], [0.0, 0.0, 0.0], [-0.1, -0.1, 0.1], [0.2, 0.3, -0.1], [0.0, 0.0, 0.1], [0.0, -0.1, 0.0], [0.1, 0.1, 0.0], [0.0, 0.0, 0.0], [0.0, 0.0, 0.0], [0.0, 0.0, 0.0], [0.0, 0.0, 0.0], [0.0, 0.0, 0.0], [0.0, 0.0, 0.0], [0.0, 0.0, 0.0], [0.0, 0.0, -0.1], [0.1, 0.1, 0.0], [0.3, 0.1, -0.1], [0.0, 0.0, 0.1], [0.0, -0.1, 0.0], [0.1, 0.0, 0.0], [0.1, 0.0, 0.1], [-0.6, -0.5, 0.7], [0.0, 0.0, 0.0], [-0.1, -0.1, -0.2], [0.0, 0.0, 0.0], [0.0, 0.0, 0.0], [0.0, 0.0, -0.1], [0.0, 0.0, 0.0], [0.0, 0.0, 0.4], [-1.3, -0.2, -0.4], [0.3, 0.2, -0.1], [0.2, -0.2, 0.0], [-0.3, 0.0, 0.3], [0.0, 0.0, 0.1], [0.0, 0.0, 0.0], [0.0, 0.0, 0.0], [0.0, 0.0, 0.0], [0.0, 0.0, 0.0], [0.0, 0.0, 0.0], [0.0, -0.1, 0.0], [0.0, -0.1, 0.1], [0.0, 0.0, 0.0], [0.2, 0.0, -0.2], [-0.2, 0.0, 0.1], [0.0, -0.1, -0.1], [0.0, 0.1, 0.0], [0.0, 0.2, -0.2], [-0.1, 0.6, 0.2], [-0.2, 0.3, -0.1], [0.0, 0.0, 0.0], [0.0, 0.0, 0.0], [0.0, 0.0, 0.0], [0.0, 0.0, 0.1], [-0.1, -0.1, 0.4], [0.2, -0.1, 0.0], [0.0, 0.5, 0.1], [0.0, 0.2, 0.0], [0.0, -0.2, 0.0], [0.0, 0.0, 0.0], [0.0, 0.0, 0.0], [0.0, 0.1, 0.0], [0.0, -0.1, 0.0], [-0.1, 0.2, 0.1], [0.0, -0.1, 0.0], [0.6, -1.2, 0.6], [-0.1, 0.2, -0.1], [-0.3, 0.1, -0.1], [-0.1, -0.1, 0.2], [0.2, 0.0, -0.1], [0.0, 0.0, -0.1], [0.0, 0.0, 0.0], [-0.1, 0.0, 0.0], [0.1, 0.0, 0.0], [0.0, 0.0, 0.0], [0.0, 0.0, 0.0], [-0.1, 0.0, -0.1], [0.0, 0.0, 0.0], [0.1, 0.2, -0.4], [-0.1, 0.0, -0.2], [0.0, 0.0, 0.2], [0.0, 0.2, 0.0], [0.0, -0.1, 0.0], [0.0, 0.0, 0.0], [0.0, 0.0, 0.0], [-0.1, 0.0, 0.0], [0.0, 0.0, 0.0], [0.0, 0.1, -0.1], [0.0, 0.0, -0.1]]}